118
Properties=species:S:1:pos:R:3:lowdin_charge:R:1 method="wB97M-V/def2-TZVPD" e_tot_ha=-8919.10606 e_lumo_ha=0.119 de_lowest_kj_mol=52.15 total_charge=-2 spin_multiplicity=1
Rb -0.569 -0.883 -0.247 0.70
C -1.943 4.942 1.160 -0.09
C -1.890 3.968 0.143 -0.18
N -2.477 2.800 0.231 0.13
C -3.208 2.502 1.335 -0.14
C -3.327 3.421 2.420 -0.19
C -2.644 4.654 2.295 -0.05
C -4.122 3.116 3.547 -0.10
C -4.820 1.928 3.551 -0.12
C -4.766 1.029 2.485 -0.05
C -3.960 1.245 1.346 -0.25
N -3.825 0.380 0.336 0.09
C -4.842 -0.395 -0.105 -0.24
C -6.185 0.013 -0.145 -0.05
C -7.196 -0.771 -0.717 -0.12
C -6.934 -2.000 -1.269 -0.10
C -5.601 -2.475 -1.253 -0.18
C -5.244 -3.735 -1.791 -0.04
C -3.951 -4.162 -1.745 -0.06
C -2.988 -3.319 -1.153 -0.14
N -3.276 -2.147 -0.649 0.08
C -4.558 -1.698 -0.685 -0.15
H -1.423 5.885 1.040 0.09
H -1.337 4.166 -0.773 0.09
H -2.707 5.370 3.108 0.10
H -4.189 3.822 4.368 0.09
H -5.437 1.681 4.409 0.09
H -5.328 0.105 2.533 0.10
H -6.429 0.985 0.265 0.10
H -8.212 -0.386 -0.731 0.09
H -7.716 -2.605 -1.714 0.09
H -6.019 -4.349 -2.239 0.10
H -3.653 -5.119 -2.155 0.10
H -1.944 -3.628 -1.110 0.10
C 1.784 2.904 -1.515 -0.27
P 2.070 1.161 -0.960 1.02
C 3.160 1.631 0.500 -0.35
N 4.262 2.290 0.240 0.12
C 5.071 2.664 1.262 -0.21
C 6.279 3.354 0.992 -0.02
C 7.090 3.728 2.024 -0.10
C 6.732 3.432 3.364 -0.10
C 5.570 2.771 3.643 -0.02
C 4.714 2.376 2.585 -0.21
N 3.544 1.750 2.861 0.12
C 2.765 1.366 1.878 -0.34
P 1.094 0.592 2.307 1.03
C 0.332 2.193 2.840 -0.26
C 1.366 -0.203 4.007 -0.71
C 2.313 -1.395 3.821 -0.09
C 1.856 0.686 5.155 -0.12
C -0.031 -0.707 4.405 -0.11
C 3.246 0.547 -2.302 -0.71
C 2.343 0.478 -3.539 -0.10
C 3.672 -0.881 -1.932 -0.10
C 4.479 1.380 -2.644 -0.11
H 2.720 3.449 -1.640 0.03
H 1.177 3.405 -0.758 0.02
H 1.219 2.897 -2.448 0.03
H 6.531 3.563 -0.041 0.11
H 8.016 4.255 1.822 0.09
H 7.388 3.736 4.171 0.09
H 5.274 2.535 4.659 0.11
H 0.965 2.744 3.539 0.03
H -0.639 1.987 3.297 0.04
H 0.148 2.804 1.957 0.02
H 3.322 -1.066 3.549 0.08
H 1.946 -2.068 3.042 0.06
H 2.380 -1.961 4.758 0.08
H 2.819 1.148 4.952 0.04
H 1.949 0.054 6.048 0.08
H 1.130 1.472 5.387 0.07
H -0.460 -1.372 3.655 0.06
H -0.724 0.129 4.556 0.07
H 0.046 -1.248 5.356 0.08
H 1.432 -0.082 -3.328 0.05
H 2.873 -0.038 -4.348 0.10
H 2.064 1.473 -3.901 0.08
H 2.800 -1.526 -1.817 0.05
H 4.243 -0.907 -0.996 0.08
H 4.301 -1.290 -2.733 0.09
H 4.214 2.393 -2.959 0.07
H 4.985 0.891 -3.487 0.08
H 5.179 1.452 -1.816 0.05
C -2.546 1.859 -2.777 -0.03
C -1.977 0.971 -3.851 -0.32
C -2.152 1.265 -5.222 -0.03
C -1.606 0.448 -6.169 -0.05
C -0.870 -0.693 -5.783 -0.21
C -0.262 -1.604 -6.681 -0.65
Br -0.394 -1.344 -8.575 0.66
C 0.442 -2.683 -6.220 -0.21
C 0.571 -2.904 -4.850 -0.61
Br 1.591 -4.401 -4.261 0.69
C 0.016 -2.068 -3.845 -0.49
O 0.167 -2.239 -2.613 -0.19
C -0.741 -0.918 -4.386 -0.14
N -1.290 -0.082 -3.468 0.17
H -3.342 2.499 -3.166 0.08
H -1.763 2.504 -2.367 0.06
H -2.926 1.275 -1.936 0.05
H -2.721 2.141 -5.513 0.10
H -1.732 0.665 -7.221 0.06
H 0.905 -3.367 -6.919 0.08
Cl 1.828 -8.006 1.422 0.56
C 1.161 -6.381 1.560 -0.68
C 0.037 -6.161 2.385 -0.13
C -0.511 -4.914 2.493 -0.01
C 0.009 -3.770 1.772 -0.41
O -0.559 -2.651 1.830 -0.17
C 1.207 -4.032 1.002 -0.13
C 1.972 -2.983 0.369 -0.25
O 1.824 -1.773 0.478 -0.21
C 1.727 -5.337 0.891 -0.09
H -0.389 -6.997 2.927 0.09
H -1.384 -4.741 3.111 0.11
H 2.813 -3.365 -0.250 0.12
H 2.602 -5.502 0.268 0.11